Record 1
Density functional theory data (ωB97M-V/def2-TZVPD) for a cluster of 2 separate species, C5H11NO3 in total.

```
20
Properties=species:S:1:pos:R:3:forces:R:3
O -0.223865 -0.472083 2.227254 0.0 -0.1 0.0
C -0.658120 0.642314 2.093278 0.0 0.2 0.0
O -1.146892 1.353446 3.125665 0.0 -0.1 0.2
C -0.697906 1.419254 0.799125 0.0 0.3 0.3
C -0.707518 0.521144 -0.430953 0.0 -0.9 0.1
C 0.596539 0.266469 -1.118038 0.9 0.2 -0.1
C 0.974828 0.825184 -2.267379 0.1 -0.3 -0.5
N 1.391837 -0.661828 -0.433656 -1.0 -0.1 0.1
H -1.092698 0.797198 3.925168 0.1 0.1 -0.3
H 0.153112 2.106384 0.842328 0.1 -0.1 -0.2
H -1.562678 2.080276 0.809970 -0.1 -0.1 0.1
H -1.034665 -0.470131 -0.107775 -0.2 0.0 0.1
H -1.465389 0.809247 -1.133568 -0.2 0.5 -0.4
H 1.886690 0.519855 -2.773173 0.0 0.1 0.3
H 0.338642 1.468148 -2.850629 -0.2 0.2 0.2
H 1.005781 -0.945141 0.453539 0.4 0.1 0.3
H 2.384652 -0.717208 -0.554643 0.0 0.2 -0.1
H 0.001080 -2.398489 -0.866145 0.0 -0.2 -0.1
H 0.289826 -3.881512 -0.792490 -0.2 0.0 0.0
O -0.433255 -3.262525 -0.947876 0.2 0.1 0.1
```
Forces are in eV/Å.

Values from the calculation:
SMILES   C=C(N)CCC(=O)O.O
Energy   -477.60070 hartree
Frontier orbital gap   8.938 eV
Strongest force on any atom   0.997 eV Å⁻¹

=====

Record 2
Density functional theory data (ωB97M-V/def2-TZVPD) for a cluster of 20 separate species, C23H82F3O21 in total.

```
129
Properties=species:S:1:pos:R:3:forces:R:3
C 0.381853 -2.491450 -1.563186 0.7 -0.5 0.6
C -0.228147 -1.095450 -1.314186 0.9 -2.1 -0.2
O 0.119853 -0.624450 -0.035186 1.6 -0.5 0.3
C -0.498147 0.570550 0.253814 -4.4 0.5 0.4
O -1.852147 0.325550 0.576814 1.6 0.3 -0.8
C 0.118853 1.269550 1.473814 -0.2 0.7 -1.1
F 1.336853 1.725550 1.095814 0.2 0.1 0.6
F -0.598147 2.378550 1.837814 0.7 -1.4 -0.2
F 0.287853 0.467550 2.542814 -0.8 0.5 -0.9
H -0.139147 -2.888450 -2.455186 -0.1 -0.3 0.9
H 0.311853 -3.123450 -0.607186 -0.1 0.6 -1.8
H 1.464853 -2.495450 -1.923186 -1.2 0.4 0.9
H -1.302147 -1.162450 -1.458186 -0.1 0.3 0.1
H 0.245853 -0.525450 -2.067186 0.0 1.4 -0.8
H -0.517147 1.208550 -0.662186 0.8 0.2 0.7
C -0.700147 1.416550 -3.565186 -0.7 0.1 1.3
O -1.072147 0.146550 -4.066186 0.0 -0.8 1.1
H 0.367853 1.484550 -3.291186 -0.2 -0.1 -0.2
H -1.309147 1.624550 -2.610186 0.7 -0.1 -1.6
H -0.933147 2.091550 -4.369186 0.0 1.1 0.2
H -0.955147 0.139550 -5.001186 0.1 0.1 -0.9
C -2.279147 -2.717450 0.881814 -0.3 0.9 -0.7
O -1.463147 -2.088450 1.816814 0.0 -2.0 1.0
H -1.797147 -3.044450 -0.022186 0.7 0.3 -0.6
H -3.050147 -2.006450 0.650814 -0.7 0.0 -0.5
H -2.710147 -3.619450 1.199814 -0.7 -1.1 1.4
H -1.239147 -1.276450 1.404814 0.2 1.8 -0.4
C 1.212853 -2.356450 3.460814 -0.8 1.1 -0.5
O 0.071853 -3.169450 3.616814 0.4 -0.5 0.4
H 1.946853 -2.580450 4.218814 0.3 -0.2 0.1
H 0.918853 -1.312450 3.552814 0.2 0.1 0.6
H 1.634853 -2.329450 2.441814 0.2 -0.7 0.2
H -0.623147 -2.768450 3.061814 0.1 -0.1 0.0
C -2.646147 -4.141450 -2.362186 -0.1 -1.0 -1.4
O -1.770147 -4.921450 -1.581186 0.8 0.3 0.3
H -2.367147 -3.102450 -2.557186 0.6 -0.2 0.1
H -3.568147 -4.082450 -1.827186 -1.1 0.1 -0.2
H -2.718147 -4.725450 -3.321186 -0.5 1.0 0.5
H -2.332147 -5.272450 -0.899186 0.2 -0.4 0.6
C -3.926147 -0.345450 -2.692186 0.5 0.2 0.3
O -4.106147 -0.668450 -1.318186 -0.3 0.4 -0.2
H -3.272147 -1.095450 -3.095186 0.1 -0.5 -0.9
H -3.412147 0.595550 -2.888186 0.1 0.3 0.5
H -4.859147 -0.263450 -3.254186 -0.2 -0.5 0.4
H -3.276147 -0.488450 -0.836186 -0.1 0.2 0.0
C -1.108147 1.199550 4.950814 0.1 -0.8 0.6
O -0.586147 2.474550 4.841814 0.7 1.1 -0.3
H -1.836147 1.179550 5.757814 -0.3 -0.3 0.2
H -0.284147 0.501550 5.214814 -0.5 0.2 -0.3
H -1.603147 0.915550 4.032814 -0.1 -0.5 -0.2
H -1.210147 3.027550 4.336814 0.3 0.3 0.4
C -3.958147 2.946550 -0.545186 0.7 -0.3 0.5
O -2.582147 2.621550 -0.679186 -0.1 1.8 -1.3
H -4.144147 3.303550 0.468814 -0.3 0.1 0.0
H -4.501147 2.035550 -0.702186 -0.8 -0.4 -0.1
H -4.288147 3.705550 -1.258186 0.4 -0.1 -0.1
H -2.380147 1.834550 -0.180186 -0.2 -1.2 0.9
C 2.781853 1.890550 4.326814 -1.3 -0.1 1.0
O 2.648853 0.804550 3.444814 0.6 -0.3 0.7
H 2.821853 2.806550 3.779814 0.2 0.8 -0.3
H 3.654853 1.825550 4.949814 0.8 -0.4 -0.1
H 1.955853 1.955550 5.069814 0.1 0.0 -0.6
H 1.898853 0.991550 2.882814 0.4 -0.1 0.2
C 0.138853 4.257550 -0.747186 1.1 -1.0 0.9
O 0.026853 5.463550 -1.439186 -1.0 0.3 -1.1
H 1.192853 4.167550 -0.474186 0.0 -0.5 0.1
H -0.131147 3.374550 -1.346186 0.0 0.7 -0.1
H -0.422147 4.200550 0.181814 -0.5 0.2 0.0
H 0.372853 6.144550 -0.876186 0.2 0.4 0.2
C -4.856147 0.064550 1.717814 1.6 1.1 -0.1
O -3.673147 0.516550 2.395814 -1.0 -0.3 0.3
H -4.797147 -0.935450 1.332814 0.3 -0.7 -0.1
H -5.075147 0.718550 0.865814 -0.3 -0.1 0.2
H -5.608147 0.093550 2.462814 -1.1 0.1 0.5
H -2.898147 0.448550 1.810814 0.1 -0.1 -0.3
C -3.103147 3.558550 3.053814 -0.8 2.1 1.5
O -2.114147 4.407550 3.679814 -0.8 -0.8 0.1
H -2.713147 2.890550 2.361814 0.7 -1.1 -1.3
H -3.895147 4.180550 2.650814 0.0 0.2 -0.7
H -3.632147 3.023550 3.818814 0.2 -0.6 0.6
H -1.520147 4.757550 3.014814 0.3 0.3 -0.4
C 0.512853 -5.020450 1.224814 -0.3 0.0 -1.0
O 0.725853 -6.189450 1.987814 0.6 -0.3 0.7
H -0.458147 -4.577450 1.468814 0.3 0.2 0.1
H 0.493853 -5.236450 0.121814 0.1 -0.2 1.0
H 1.329853 -4.333450 1.413814 -0.1 0.5 -0.1
H 1.182853 -5.910450 2.807814 -0.6 -0.2 -0.7
C 3.343853 -1.895450 0.146814 -2.2 -0.6 -1.3
O 2.985853 -0.551450 0.339814 0.5 0.3 0.7
H 2.572853 -2.627450 0.483814 0.4 0.6 0.3
H 4.262853 -2.158450 0.592814 1.1 0.1 0.4
H 3.310853 -2.040450 -0.934186 0.9 -0.5 -0.2
H 2.038853 -0.501450 0.199814 -0.5 0.1 0.0
C 2.804853 2.089550 -1.322186 2.0 -0.5 0.2
O 2.586853 3.164550 -2.139186 0.0 1.9 -2.0
H 3.631853 1.451550 -1.749186 -0.5 0.5 1.2
H 1.935853 1.532550 -1.307186 -1.9 -1.8 0.3
H 2.912853 2.489550 -0.313186 0.7 -0.4 -0.1
H 2.407853 2.822550 -3.025186 0.0 0.4 0.2
C 2.793853 -0.599450 -3.436186 -0.2 -2.0 0.7
O 3.926853 -1.422450 -3.745186 -0.5 -0.3 0.2
H 1.873853 -1.021450 -3.865186 0.1 0.1 -0.1
H 2.914853 0.385550 -3.790186 0.5 1.1 -0.8
H 2.625853 -0.512450 -2.358186 0.1 -0.1 0.0
H 3.776853 -2.348450 -3.405186 0.2 1.3 -0.1
C 4.852853 2.264550 2.160814 -0.5 -1.6 -2.2
O 4.552853 3.596550 2.010814 -0.6 1.6 2.6
H 5.739853 2.032550 1.610814 0.9 -0.4 -0.4
H 4.052853 1.626550 1.753814 0.3 0.0 0.2
H 5.004853 1.985550 3.158814 0.1 0.0 1.5
H 4.604853 3.864550 1.129814 0.1 0.4 -2.1
C -0.476147 -2.848450 -4.977186 -0.9 1.4 0.0
O -0.281147 -2.767450 -6.364186 0.0 -0.9 -0.9
H -1.403147 -2.353450 -4.702186 -0.5 0.0 0.1
H 0.250853 -2.234450 -4.476186 0.7 -0.4 0.6
H -0.578147 -3.867450 -4.645186 0.5 -0.4 0.0
H -0.042147 -1.880450 -6.617186 0.1 0.3 0.1
C 2.536853 -4.364450 -3.829186 -0.6 1.0 -0.1
O 3.636853 -4.140450 -2.963186 0.4 -0.2 0.1
H 2.666853 -5.236450 -4.429186 0.0 -0.9 -0.3
H 2.465853 -3.517450 -4.528186 -0.3 -0.1 0.1
H 1.607853 -4.422450 -3.240186 0.5 -0.1 -0.2
H 4.418853 -4.513450 -3.390186 -0.1 0.1 0.2
C 1.232853 4.721550 2.777814 1.7 -0.8 -2.1
O 0.125853 5.528550 2.510814 -1.2 0.9 1.2
H 1.444853 4.341550 1.782814 0.8 -0.7 -0.1
H 1.080853 3.831550 3.358814 -0.9 0.2 0.7
H 2.159853 5.211550 3.088814 -0.4 0.4 0.4
H 0.376853 6.137550 1.818814 -0.1 0.1 -0.1
```
Forces are in eV/Å.

Values from the calculation:
Energy   -2804.82111 hartree
Frontier orbital gap   8.476 eV
Charge   -1
Strongest force on any atom   4.469 eV Å⁻¹

=====

Record 3
Density functional theory data (ωB97M-V/def2-TZVPD) for a structure of composition C5H10O3Rb.

```
19
Properties=species:S:1:pos:R:3:forces:R:3
O 3.113972 1.944152 -0.375917 -0.1 0.2 0.0
C 4.115750 1.209626 0.232680 -0.7 0.3 -0.3
C 3.951040 -0.305951 0.003673 -0.8 -0.1 0.1
O 2.680556 -0.752338 0.322699 -0.1 -0.2 -0.1
C -2.666126 -2.313704 -0.276034 -0.5 0.1 -0.2
C -3.332396 -1.171791 -0.107183 0.1 -0.3 -0.2
O -2.704011 0.032995 -0.088139 0.0 0.2 -0.2
C -3.512657 1.178383 0.153590 0.1 -0.1 -0.1
Rb 0.526773 0.896563 -0.359406 1.6 -0.3 0.2
H 4.127848 1.368604 1.343317 0.0 -0.1 0.0
H 5.142311 1.493313 -0.116136 0.0 0.0 0.0
H 4.756563 -0.825392 0.583415 0.0 0.0 0.0
H 4.196505 -0.495324 -1.074826 0.0 0.1 0.1
H -1.626653 -2.325524 -0.609458 -0.2 -0.1 0.6
H -3.229450 -3.242826 -0.160842 0.3 0.3 -0.4
H -3.046516 2.003505 -0.395511 -0.2 -0.1 0.2
H -4.534197 1.010798 -0.214987 0.2 0.2 0.1
H -3.534204 1.413667 1.226850 0.0 -0.1 -0.2
H -4.425102 -1.118755 -0.087786 0.2 -0.1 0.5
```
Forces are in eV/Å.

Values from the calculation:
Energy   -446.20515 hartree
Frontier orbital gap   3.244 eV
Charge   -1
Strongest force on any atom   1.606 eV Å⁻¹

=====

Record 4
Density functional theory data (ωB97M-V/def2-TZVPD) for a cluster of 2 separate species, C3H10OS in total.

```
15
Properties=species:S:1:pos:R:3:forces:R:3
C -1.655192 2.485886 -0.156201 -1.5 0.3 -0.6
O -0.437657 2.371706 -0.864992 0.0 0.0 0.6
H -1.663247 2.135191 0.879429 0.4 -0.1 -0.1
H -2.445397 1.948781 -0.702962 0.3 -0.3 0.2
H -2.050734 3.508361 -0.158806 0.5 0.1 0.1
H 0.199264 2.044380 -0.229339 0.4 0.0 -0.2
C 1.341217 -2.427485 0.680888 0.4 0.2 -0.9
C 1.028330 -1.131381 -0.065629 0.6 0.0 -0.2
S -0.456836 -1.243527 -1.110982 -0.5 0.7 0.7
H 0.620857 -2.745850 1.426899 -0.1 0.2 0.1
H 1.406220 -3.187321 -0.103866 0.0 -0.2 0.3
H 2.347150 -2.322049 1.095141 -0.1 -0.2 0.3
H 1.847924 -0.959127 -0.770524 0.0 -0.1 0.1
H 1.049356 -0.243620 0.568863 -0.5 -0.1 0.1
H -1.131255 -0.233946 -0.487917 0.2 -0.6 -0.5
```
Forces are in eV/Å.

Values from the calculation:
SMILES   CCS.CO
Energy   -593.68507 hartree
Frontier orbital gap   9.663 eV
Strongest force on any atom   1.633 eV Å⁻¹

=====

Record 5
Density functional theory data (ωB97M-V/def2-TZVPD) for a cluster of 2 separate species, C4H6O4 in total.

```
14
Properties=species:S:1:pos:R:3:forces:R:3
C 0.670377 0.072203 -0.248962 0.8 -1.1 -0.2
C 0.283558 -0.970917 0.784072 1.2 1.4 -2.5
C -2.985985 0.396785 -0.321039 1.1 -0.1 -1.3
C 1.916596 0.957626 -0.122509 -1.8 2.7 -4.8
O -0.433960 0.195580 0.636773 -0.5 1.4 1.6
O -0.237072 -2.158909 0.478670 -3.6 -1.6 -1.8
O -2.602127 -0.683640 -0.438319 -0.8 -1.3 0.3
O -3.242051 1.510644 -0.405250 -0.8 1.2 0.7
H 0.241859 -0.053572 -1.248245 0.7 -0.2 0.0
H 2.421659 0.888219 0.777155 1.1 -0.2 1.6
H 1.530852 2.053117 -0.314848 0.7 -1.7 1.0
H 2.620598 0.946778 -1.096046 -1.4 -0.9 2.4
H -1.106659 -2.082816 -0.096338 2.7 0.1 1.7
H 0.922358 -1.071095 1.614882 0.6 0.1 1.2
```
Forces are in eV/Å.

Values from the calculation:
SMILES   C[C@@H]1O[C@H]1O.O=C=O
Energy   -456.93362 hartree
Frontier orbital gap   9.922 eV
Strongest force on any atom   5.852 eV Å⁻¹

=====

Record 6
Density functional theory data (ωB97M-V/def2-TZVPD) for a cluster of 2 separate species, C3HF3O in total.

```
8
Properties=species:S:1:pos:R:3:forces:R:3
C -2.196819 0.241352 -0.025242 0.8 0.6 0.0
C -1.240710 0.933150 -0.065856 1.7 1.2 -0.2
C 1.629508 -0.681282 -0.083454 0.1 -0.4 1.4
O 1.225095 -1.607549 -0.657212 0.2 -0.2 -1.7
F -0.175267 1.672675 -0.159598 -0.8 -0.6 0.0
F 1.258851 -0.500616 1.168542 0.3 1.0 0.4
F 2.521537 0.230738 -0.416552 -0.6 -0.4 -0.1
H -3.022196 -0.288465 0.239372 -1.8 -1.2 0.2
```
Forces are in eV/Å.

Values from the calculation:
SMILES   O=C(F)F.C#CF
Energy   -489.65027 hartree
Frontier orbital gap   11.634 eV
Strongest force on any atom   2.162 eV Å⁻¹